(1)
# C39H55N10O16

A 10-piece molecular cluster, C39H55N10O16 overall at a distorted geometry (ωB97M-V/def2-TZVPD, OMol25).

Computed properties:
**Highest occupied orbital energy**: -6.6 eV
**Energy above the lowest of the compared OMol25 structures with the same formula, charge and spin**: 98.5 kJ/mol
**E**: -3269.3436 a.u.
**Net charge**: -1
**Kohn-Sham gap**: 6.9 eV
**Spin multiplicity**: 1

Element x y z (Å)
1 N -0.6181 0.7469 -0.0555
2 O 0.1714 0.0900 -0.7411
3 O -1.7512 0.2553 0.0982
4 O -0.5975 1.9514 -0.2257
5 C 2.5235 -0.5633 -5.9753
6 C 3.9646 -0.6187 -6.1258
7 C 4.9566 -0.8725 -4.9658
8 C 4.2240 -1.0054 -3.5593
9 C 2.7180 -0.8936 -3.4190
10 C 1.9209 -0.8232 -4.6970
11 N 4.9684 -1.1829 -2.2648
12 O 6.2455 -1.2148 -2.3374
13 O 4.2988 -1.2923 -1.2794
14 H 1.8433 -0.2573 -6.7448
15 H 4.5027 -0.4262 -7.0427
16 H 5.8986 -1.0364 -5.0427
17 H 2.1437 -0.9910 -2.4993
18 H 0.8098 -0.7004 -4.9175
19 C -7.5038 0.2868 -1.2923
20 C -8.1110 -1.0428 -0.6754
21 C -7.0263 -1.8646 0.0244
22 C -5.8255 -1.3606 0.5070
23 C -5.3627 0.0006 0.1421
24 C -6.2461 0.8220 -0.9619
25 N -4.9900 -2.1808 1.5153
26 O -5.3639 -3.3798 1.6452
27 O -4.0133 -1.7159 1.9992
28 H -8.1862 1.0103 -1.8069
29 H -9.0723 -1.5241 -0.8822
30 H -7.2052 -2.8647 0.3321
31 H -4.5119 0.3759 0.4836
32 H -6.0825 1.7239 -1.4509
33 C 1.5881 0.0079 3.7896
34 C 1.9109 -0.6533 2.5212
35 C 3.0868 -1.4770 2.2782
36 C 3.8191 -1.9212 3.6278
37 C 3.5145 -1.1363 4.9322
38 C 2.3314 -0.1200 4.9768
39 N 5.0123 -2.8308 3.6308
40 O 5.6906 -3.1112 2.5834
41 O 5.4911 -3.2861 4.5793
42 H 0.5814 0.5101 3.7330
43 H 1.2916 -0.3938 1.5676
44 H 3.5524 -1.7817 1.2108
45 H 4.0532 -1.3808 5.6570
46 H 2.0752 0.2340 5.8829
47 C -2.1563 0.5946 3.6571
48 C -1.7514 2.1129 3.5464
49 C -0.9549 2.8055 4.6252
50 C -0.6734 1.9956 5.9676
51 C -1.1129 0.6065 6.0219
52 C -1.7987 -0.1175 4.7688
53 N 0.0111 2.6688 7.0618
54 O 0.2187 1.9368 8.0857
55 O -0.1083 3.8414 7.1832
56 H -2.6948 0.2177 2.8362
57 H -1.8949 2.7242 2.6916
58 H -0.5393 3.8823 4.6772
59 H -0.9273 0.0981 6.9009
60 H -2.1911 -1.1273 4.5073
61 C -2.2153 -2.1722 -5.1973
62 O -2.2387 -2.6939 -6.2790
63 N -1.5542 -2.7545 -4.1885
64 C -1.6676 -2.3051 -2.8129
65 C -0.8133 -4.0068 -4.3585
66 H -2.8012 -1.2933 -4.9460
67 H -2.6586 -2.1818 -2.3099
68 H -1.4692 -1.1638 -2.6867
69 H -0.9187 -2.6106 -2.1870
70 H -0.6306 -4.2057 -5.3186
71 H -1.0050 -4.8994 -3.8219
72 H 0.2901 -3.8554 -4.2960
73 C 2.4061 5.5135 2.9538
74 O 1.8064 6.2929 2.3148
75 N 2.2513 4.2154 2.7089
76 C 3.1425 3.1466 3.2974
77 C 1.1984 3.7417 1.7742
78 H 3.2611 5.8090 3.7653
79 H 4.0053 3.6468 3.8821
80 H 3.7336 2.3476 2.4255
81 H 2.6219 2.2296 3.9792
82 H 1.4082 2.6747 1.2732
83 H 1.1972 4.2885 0.8768
84 H 0.1033 3.5756 2.3414
85 C -1.2254 1.5735 -3.7706
86 O -0.3492 2.0103 -4.5820
87 N -2.4475 1.3830 -4.1511
88 C -3.5380 1.1873 -3.1068
89 C -2.8622 1.4369 -5.5785
90 H -0.7954 1.3460 -2.7147
91 H -3.9563 2.1885 -2.7444
92 H -3.2568 0.7850 -2.0791
93 H -4.2203 0.4932 -3.7517
94 H -3.8866 1.2673 -5.8859
95 H -2.4834 0.6534 -6.4409
96 H -2.5387 2.5146 -6.0309
97 C -2.2174 -4.6602 2.7315
98 O -2.4441 -5.5721 3.5150
99 N -1.1727 -3.8380 2.8657
100 C -0.8185 -2.8504 1.8652
101 C -0.3287 -3.7419 4.1315
102 H -2.8285 -4.6041 1.7967
103 H 0.2893 -2.8595 1.8791
104 H -1.1057 -1.8924 2.0310
105 H -1.3125 -3.2687 1.0211
106 H 0.2816 -2.8340 4.4160
107 H 0.2143 -4.6717 4.1403
108 H -1.0741 -3.8096 4.9490
109 C 3.6546 2.4672 -3.9119
110 O 4.4083 2.8608 -4.7953
111 N 3.9232 2.6280 -2.6063
112 C 3.0011 2.0552 -1.5151
113 C 5.3232 2.9818 -2.1572
114 H 2.6987 2.2192 -4.0205
115 H 3.4763 1.1657 -1.1145
116 H 2.0225 1.7085 -1.8671
117 H 2.8593 2.8354 -0.8002
118 H 5.9668 3.3853 -3.1298
119 H 5.7827 2.0897 -1.7780
120 H 5.3600 3.6759 -1.2866

Cartesian forces (eV/Å) of the 3 atoms listed first:
-3.4 0.2 -6.4
3.1 -2.2 1.0
-1.4 -1.7 3.0


(2)
# C36H94N2O12

A 10-piece molecular cluster, C36H94N2O12 overall at a distorted geometry (ωB97M-V/def2-TZVPD, OMol25).

Computed properties:
**Highest occupied orbital energy**: -8.5 eV
**Energy above the lowest of the compared OMol25 structures with the same formula, charge and spin**: 275.5 kJ/mol
**E**: -2440.2129 a.u.
**SMILES string**: COCCNCCOC.COCCNCCOC.CC(C)O.CC(C)O.CC(C)O.CC(C)O.CC(C)O.CC(C)O.CC(C)O.CC(C)O
**Net charge**: 0
**Kohn-Sham gap**: 8.9 eV
**Spin multiplicity**: 1

Element x y z (Å)
1 C -0.8180 -7.2235 -3.0505
2 O 0.4584 -6.8007 -2.8119
3 C 0.6281 -5.6441 -2.0985
4 C 2.1412 -5.3411 -1.9079
5 N 2.2981 -4.0728 -1.2690
6 C 3.5907 -3.7526 -0.7338
7 C 4.5684 -3.2568 -1.7992
8 O 4.1430 -2.2696 -2.6373
9 C 4.2666 -0.9400 -2.0802
10 H -1.2049 -7.8875 -2.2769
11 H -0.8779 -7.8007 -3.9881
12 H -1.5104 -6.3459 -3.1796
13 H 0.1352 -5.7811 -1.1251
14 H 0.2275 -4.7982 -2.7260
15 H 2.5803 -5.4614 -2.9392
16 H 2.5996 -6.1518 -1.3739
17 H 2.1108 -3.2975 -1.8799
18 H 3.9708 -4.6027 -0.1608
19 H 3.4353 -2.9900 0.0314
20 H 4.7112 -4.0734 -2.5051
21 H 5.5031 -3.0293 -1.3774
22 H 4.6222 -0.2977 -2.8998
23 H 5.0202 -1.0430 -1.3248
24 H 3.3223 -0.5888 -1.6358
25 C -0.5996 3.1476 4.1580
26 O 0.4979 3.9556 3.7355
27 C 1.7817 3.3846 4.1088
28 C 2.2929 2.3380 3.1695
29 N 3.4839 1.7549 3.6959
30 C 4.4215 1.3442 2.6887
31 C 5.1201 2.5278 1.9781
32 O 6.0972 2.1372 0.9846
33 C 5.5166 2.0663 -0.3569
34 H -0.6665 2.2333 3.6556
35 H -1.4822 3.7378 3.9287
36 H -0.5915 2.9969 5.2483
37 H 1.8084 2.9617 5.1590
38 H 2.3845 4.2914 4.1085
39 H 2.5257 2.8051 2.1883
40 H 1.5721 1.5496 2.9799
41 H 3.9429 2.2882 4.4097
42 H 3.9020 0.7708 1.9496
43 H 5.1593 0.6954 3.1500
44 H 5.5181 3.1261 2.7829
45 H 4.3054 3.0568 1.3624
46 H 5.1385 3.0325 -0.6395
47 H 4.6130 1.4312 -0.2976
48 H 6.1975 1.6764 -1.1477
49 C 1.2063 5.7332 0.1424
50 C -0.2269 5.3208 0.0398
51 C -0.7702 5.3824 -1.3839
52 O -0.4276 3.9492 0.5055
53 H 1.1760 6.7073 -0.2390
54 H 1.7898 5.1167 -0.5422
55 H 1.5180 5.7903 1.2119
56 H -0.8838 5.9907 0.6431
57 H -0.1243 4.9438 -2.1626
58 H -0.8490 6.4504 -1.7308
59 H -1.7882 5.0035 -1.3664
60 H 0.0038 3.9151 1.4239
61 C -2.4304 -5.3484 2.0226
62 C -1.2339 -4.6265 2.5624
63 C -0.3663 -4.0452 1.4574
64 O -1.7146 -3.6687 3.4828
65 H -2.8671 -5.9250 2.8987
66 H -2.1417 -6.0238 1.2087
67 H -3.2113 -4.7197 1.6159
68 H -0.6546 -5.2889 3.2132
69 H 0.0454 -4.9045 0.8931
70 H 0.4836 -3.5326 1.8821
71 H -0.8993 -3.3527 0.7967
72 H -0.9541 -3.3960 4.0103
73 C 2.5696 -2.2195 5.8308
74 C 1.0606 -2.2125 5.6428
75 C 0.4561 -0.8838 5.2372
76 O 0.7465 -3.1443 4.6354
77 H 3.0482 -2.1634 4.7952
78 H 2.8711 -3.1949 6.2639
79 H 2.9426 -1.4257 6.4507
80 H 0.5939 -2.4559 6.5657
81 H -0.6777 -0.9829 5.3311
82 H 0.7853 -0.5566 4.2403
83 H 0.8215 -0.1550 5.9463
84 H 1.0339 -4.0053 4.9820
85 C -2.8157 1.9875 -5.5461
86 C -3.7098 0.8074 -5.9732
87 C -4.5284 0.4105 -4.7321
88 O -4.5926 1.0717 -7.1056
89 H -2.2945 1.7116 -4.6840
90 H -3.4643 2.8404 -5.3040
91 H -2.2037 2.3041 -6.3646
92 H -3.0095 0.0036 -6.1937
93 H -4.9289 -0.5896 -4.8903
94 H -5.3808 1.0493 -4.6345
95 H -3.8959 0.3610 -3.8376
96 H -4.9358 0.2294 -7.4704
97 C 1.2893 3.4378 -5.4070
98 C 1.3544 2.8413 -4.0104
99 C 1.8869 1.4484 -4.0513
100 O 2.1664 3.6383 -3.1521
101 H 0.8727 2.6910 -6.0837
102 H 2.2825 3.6592 -5.7974
103 H 0.8372 4.3765 -5.3613
104 H 0.3452 2.8179 -3.5190
105 H 1.9325 0.9726 -3.0658
106 H 2.9522 1.5237 -4.4033
107 H 1.2739 0.8581 -4.6790
108 H 2.9792 3.8140 -3.5832
109 C -1.6473 -0.9356 -1.4748
110 C -0.2519 -0.3995 -1.2504
111 C -0.0521 0.0550 0.1659
112 O 0.7583 -1.3754 -1.6209
113 H -2.3762 -0.1670 -1.0657
114 H -1.9081 -1.9273 -1.0090
115 H -1.8976 -1.0193 -2.5399
116 H -0.2165 0.5236 -1.8766
117 H -0.1215 -0.7024 0.8946
118 H -0.8408 0.7753 0.4230
119 H 0.9430 0.4760 0.2468
120 H 0.6271 -2.0101 -0.9065
121 C -4.2022 3.0917 1.3817
122 C -4.0619 2.5325 -0.0429
123 C -4.6665 3.4747 -1.0413
124 O -2.7028 2.1203 -0.3978
125 H -3.4826 3.9656 1.4155
126 H -3.7147 2.4547 2.1502
127 H -5.2057 3.4146 1.7502
128 H -4.6407 1.6013 -0.0533
129 H -4.4770 3.0952 -2.0576
130 H -4.0879 4.4041 -0.9508
131 H -5.6788 3.6735 -0.7498
132 H -2.1096 2.7772 -0.0553
133 C -2.9071 -0.6901 2.2532
134 C -4.3317 -1.2281 2.5225
135 C -5.0445 -1.5543 1.2132
136 O -4.2913 -2.3911 3.2771
137 H -2.4645 -1.4645 1.6311
138 H -2.3108 -0.5772 3.1678
139 H -2.8622 0.1529 1.6486
140 H -4.9730 -0.4772 3.0531
141 H -4.6731 -2.5186 0.8794
142 H -4.8206 -0.8304 0.4835
143 H -6.1025 -1.7523 1.2994
144 H -3.4099 -2.7644 3.3274

Cartesian forces (eV/Å) of the 3 atoms listed first:
-1.9 0.4 -0.8
1.8 -1.4 -1.0
0.4 1.4 0.2